1.
The following is a quantum chemistry calculation of a structure of composition C28H30BCuN4O3S, from OMol25.

Last column: Löwdin spin population.
Geometry (Å):
1 Cu -18.3017 6.7822 1.6221  0.66
2 C -18.4037 9.4844 2.8538  0.00
3 N -18.2789 8.9630 1.4509  0.08
4 C -19.4243 9.5494 0.6729  0.00
5 C -20.0143 8.5847 -0.3367  0.00
6 C -19.8524 8.8424 -1.7009  0.00
7 C -20.5213 8.0412 -2.6293  0.00
8 C -21.3526 7.0171 -2.1279  0.00
9 C -21.4344 6.8194 -0.7573  0.00
10 N -20.7945 7.6035 0.1339  0.00
11 C -17.0300 9.3942 0.8113  0.00
12 C -15.7390 8.9661 1.4916  0.00
13 C -14.5291 9.1205 0.7910  0.00
14 C -13.3505 8.5804 1.2833  0.00
15 C -13.3588 8.1610 2.6402  0.00
16 C -14.5480 8.3289 3.3355  0.00
17 N -15.7514 8.5169 2.7312  0.00
18 C -19.0184 8.4226 3.7573  0.00
19 C -19.3093 8.7561 5.0989  0.00
20 C -19.9018 7.8062 5.8949  0.00
21 C -20.2762 6.5632 5.3211  0.00
22 C -19.9394 6.3383 4.0195  0.00
23 N -19.2198 7.2325 3.2800  0.05
24 H -18.9184 10.4498 2.9412  0.00
25 H -17.3853 9.6573 3.2792  0.00
26 H -19.0114 10.4796 0.2186  0.00
27 H -20.1888 9.9079 1.3831  0.00
28 H -19.1561 9.5897 -2.0676  0.00
29 H -20.2722 8.1536 -3.6705  0.00
30 H -21.9330 6.4144 -2.7960  0.00
31 H -22.0046 5.9675 -0.3575  0.00
32 H -17.0773 10.5194 0.8818  0.00
33 H -16.9662 9.0623 -0.2149  0.00
34 H -14.6360 9.5299 -0.1862  0.00
35 H -12.4990 8.4374 0.6222  0.00
36 H -12.5133 7.7020 3.1388  0.00
37 H -14.6579 8.1064 4.3843  0.00
38 H -18.9966 9.7247 5.4992  0.00
39 H -20.0348 7.9538 6.9545  0.00
40 H -20.7692 5.8138 5.9733  0.00
41 H -20.1478 5.4057 3.5010  0.00
42 O -17.6111 6.8704 -0.1714  0.07
43 S -18.2562 4.4661 1.5725  0.08
44 C -18.2859 3.8923 -0.1432  0.01
45 C -17.1830 2.8137 -0.2816  0.00
46 C -16.1566 2.9249 0.8787  0.00
47 C -16.5892 3.8877 1.9677  0.01
48 H -18.2678 4.7847 -0.7429  0.00
49 H -19.2433 3.4071 -0.3030  0.00
50 H -16.6213 2.9110 -1.2797  0.00
51 H -17.6034 1.8058 -0.2858  0.00
52 H -15.1586 3.2131 0.4544  0.00
53 H -15.9879 1.8813 1.2336  0.00
54 H -15.8741 4.7545 2.0930  0.00
55 H -16.6678 3.3065 2.9350  0.00
56 O -15.3217 5.9744 -0.3660  0.00
57 B -16.4296 6.7921 -0.7142  0.01
58 O -16.0266 7.5654 -1.9157  0.00
59 C -14.7195 7.2289 -2.1605  0.00
60 C -13.8718 7.6045 -3.1708  0.00
61 C -12.6402 6.9370 -3.2739  0.00
62 C -12.3022 5.8605 -2.4583  0.00
63 C -13.1491 5.5274 -1.3611  0.00
64 C -14.3167 6.2614 -1.2194  0.00
65 H -14.1787 8.2978 -3.9007  0.00
66 H -11.8929 7.2865 -3.9830  0.00
67 H -11.3778 5.3022 -2.6423  0.00
68 H -12.9451 4.7411 -0.6416  0.00

As for the expectation value of S²: 0.754. As for the HOMO-LUMO gap (alpha / beta): 7.80 / 6.50 eV. The value obtained for the energy above the lowest of the compared OMol25 structures with the same formula, charge and spin is 0.0 kcal per mole. Its net charge is +1. As for the spin multiplicity: 2. The calculated total energy comes out at -3593.17013 a.u.

***

2.
The following is a quantum chemistry calculation of the ion C10H12ClN2O2 with charge -1, from OMol25.

Last column: Löwdin charge in e.
Geometry (Å):
1 C -2.2160 1.0918 -0.0057  -0.16
2 N -1.1590 0.1814 -0.2469  -0.24
3 C -1.1881 -0.1813 -1.7434  -0.06
4 C 0.1040 0.6180 0.1684  -0.63
5 C 0.1997 1.3218 1.7316  -0.04
6 Cl 0.7298 2.1126 -0.8572  0.61
7 C 1.2580 -0.3638 0.0929  -0.19
8 C 0.9389 -1.7486 0.3141  -0.13
9 N 1.6961 -2.7418 -0.0508  0.02
10 C 2.8841 -2.5044 -0.5708  -0.17
11 C 3.4135 -1.2234 -0.5558  -0.03
12 C 2.6280 -0.1670 -0.1102  -0.07
13 C 3.5705 1.1471 0.2636  -0.78
14 O 4.1343 1.7371 -0.6202  -0.02
15 O 3.7060 1.1231 1.4707  -0.01
16 H -2.1206 2.1414 -0.3072  0.07
17 H -3.1570 0.6608 -0.5932  0.11
18 H -2.4188 1.1836 1.0798  0.08
19 H -0.4898 -0.9758 -2.0390  0.08
20 H -2.2571 -0.5069 -1.9252  0.08
21 H -0.9356 0.7537 -2.2490  0.04
22 H -0.2626 2.2787 1.7719  0.03
23 H 1.2721 1.3481 1.8801  0.04
24 H -0.0641 0.7217 2.6244  0.08
25 H 0.0039 -2.0873 0.7174  0.10
26 H 3.5449 -3.3552 -0.7962  0.10
27 H 4.3121 -1.0171 -1.0165  0.09

As for the HOMO-LUMO gap: 7.65 eV. The value obtained for the energy above the lowest of the compared OMol25 structures with the same formula, charge and spin is 0.0 kcal per mole. The SMILES is CN(C)[C@](C)(Cl)c1cnccc1C(=O)[O-]. Its net charge is -1. As for the spin multiplicity: 1. The calculated total energy comes out at -1108.44249 a.u.

***

3.
The following is a quantum chemistry calculation of a cluster of 4 separate species, C37H63F12N3O11 in total, from OMol25.

Last column: Löwdin charge in e.
Geometry (Å):
1 C -2.9107 0.7659 6.4443  -0.07
2 C -2.4282 -0.2607 5.3768  -0.25
3 N -1.9962 0.5083 4.2094  0.03
4 C -1.7701 -0.2891 2.9748  -0.25
5 C -3.1533 -0.3126 2.2923  -0.06
6 O -3.2671 -1.3201 1.2556  0.05
7 C -4.1988 -1.0411 0.3509  -0.81
8 F -5.3794 -0.8563 0.9045  0.20
9 F -4.2897 -2.0779 -0.4529  0.19
10 F -3.8971 -0.0086 -0.4091  0.19
11 C -1.4595 -1.7585 3.3618  -0.47
12 O -2.1785 -2.6714 3.5119  0.17
13 N -0.0727 -1.7433 3.4359  0.15
14 C 0.3192 -1.1378 2.1174  -0.40
15 O 1.7257 -1.0335 2.2078  0.01
16 C -0.0334 -2.2426 1.0847  -0.07
17 C 0.9175 -2.3503 -0.1360  -0.17
18 C 1.5845 -3.7408 -0.2860  -0.14
19 C 3.0856 -3.6649 -0.6165  -0.23
20 O 3.7821 -4.5328 0.2727  -0.19
21 C 5.1522 -4.1766 0.3672  -0.11
22 C -0.5564 0.2025 2.1141  -0.23
23 C -0.8172 0.5249 0.6367  -0.10
24 C 0.4929 0.7306 -0.1615  -0.18
25 C 0.8386 2.1842 -0.5137  -0.19
26 C 0.1770 2.6083 -1.8403  -0.26
27 N 0.9125 2.0752 -3.0078  0.00
28 C 0.3552 1.2474 2.7697  -0.11
29 C -0.2430 2.6379 3.1584  -0.15
30 C -1.6253 3.0659 2.6232  -0.20
31 C -1.6088 4.0659 1.4445  -0.18
32 C -3.0301 4.7068 1.3477  -0.19
33 C -3.0350 6.2322 1.6041  -0.18
34 C -3.9374 6.9955 0.6223  -0.24
35 O -3.6533 8.3819 0.5454  -0.19
36 C -3.6518 9.0186 1.8072  -0.12
37 H -3.6416 0.3139 7.1094  0.07
38 H -2.0429 1.0288 7.0508  0.07
39 H -3.2443 1.6951 5.9836  0.07
40 H -3.2861 -0.9154 5.1914  0.11
41 H -1.6094 -0.7928 5.8504  0.12
42 H -2.7607 1.1437 4.0039  0.09
43 H -3.9003 -0.5522 3.0497  0.14
44 H -3.4441 0.6521 1.8671  0.13
45 H 0.3628 -2.6348 3.6457  0.15
46 H 1.9378 -0.9447 3.1442  0.11
47 H -0.0067 -3.2077 1.5826  0.12
48 H -1.0468 -2.1572 0.6979  0.11
49 H 0.3394 -2.1874 -1.0481  0.11
50 H 1.7190 -1.6172 -0.1392  0.08
51 H 1.1031 -4.2834 -1.1010  0.11
52 H 1.4756 -4.3711 0.5966  0.11
53 H 3.4747 -2.6438 -0.5657  0.11
54 H 3.2305 -4.0666 -1.6224  0.11
55 H 5.6463 -4.4035 -0.5833  0.08
56 H 5.2550 -3.1282 0.6589  0.09
57 H 5.6045 -4.8184 1.1212  0.08
58 H -1.3654 -0.2724 0.1469  0.10
59 H -1.4342 1.4158 0.5050  0.11
60 H 0.3828 0.1993 -1.1101  0.10
61 H 1.3674 0.2954 0.3155  0.09
62 H 0.6794 2.8973 0.2933  0.09
63 H 1.9168 2.2015 -0.7169  0.11
64 H 0.0764 3.6883 -1.9334  0.10
65 H -0.8015 2.1218 -1.8738  0.11
66 H 0.5085 1.1737 -3.2395  0.07
67 H 1.8703 1.8516 -2.7502  0.07
68 H 1.2518 1.4222 2.1840  0.11
69 H 0.7176 0.7999 3.6963  0.11
70 H 0.4676 3.4159 2.8688  0.10
71 H -0.2868 2.6886 4.2441  0.10
72 H -2.3045 2.2621 2.3530  0.07
73 H -2.1220 3.6190 3.4258  0.11
74 H -0.9234 4.8847 1.6511  0.10
75 H -1.4471 3.5762 0.4896  0.08
76 H -3.4548 4.5576 0.3506  0.10
77 H -3.7336 4.2494 2.0449  0.10
78 H -3.4568 6.3993 2.5953  0.11
79 H -2.0487 6.6907 1.5316  0.11
80 H -5.0003 6.8801 0.8850  0.13
81 H -3.8280 6.5992 -0.3880  0.12
82 H -2.6458 8.9621 2.2321  0.09
83 H -4.4145 8.6356 2.4904  0.09
84 H -3.8517 10.0794 1.6573  0.09
85 C -4.4292 -5.8578 3.4380  -0.06
86 C -4.3012 -7.3599 3.3038  -0.20
87 O -2.9327 -7.7796 3.4616  0.03
88 C -2.4900 -7.8734 4.7105  -0.40
89 O -3.1209 -7.6446 5.7010  0.17
90 C -1.0359 -8.3671 4.7092  -0.53
91 F -0.2907 -7.7105 3.8043  0.16
92 F -0.9814 -9.6777 4.4080  0.16
93 F -0.4647 -8.1992 5.9047  0.17
94 H -3.7610 -5.3534 2.7389  0.08
95 H -5.4531 -5.5421 3.2389  0.08
96 H -4.1548 -5.5270 4.4392  0.08
97 H -4.5983 -7.6721 2.3043  0.12
98 H -4.9422 -7.8849 4.0118  0.12
99 C 0.7215 2.5440 -6.6505  -0.06
100 C 2.0977 2.4866 -6.0258  -0.19
101 O 3.0580 1.9104 -6.9412  0.00
102 C 3.5408 2.7217 -7.8752  -0.38
103 O 3.2579 3.8740 -8.0253  0.18
104 C 4.5707 1.9699 -8.7307  -0.50
105 F 4.1228 0.7553 -9.0943  0.11
106 F 5.7178 1.7890 -8.0438  0.13
107 F 4.8655 2.6428 -9.8436  0.19
108 H 0.4188 1.5547 -6.9978  0.08
109 H -0.0063 2.9045 -5.9252  0.08
110 H 0.7082 3.2076 -7.5153  0.08
111 H 2.0790 1.8381 -5.1571  0.09
112 H 2.4303 3.4685 -5.6921  0.13
113 C 4.7334 -0.4305 -7.2797  -0.06
114 C 5.7769 -0.0880 -6.2382  -0.17
115 O 5.3845 -0.5575 -4.9317  0.04
116 C 5.5941 -1.8467 -4.6828  -0.40
117 O 6.0744 -2.6427 -5.4353  0.17
118 C 5.1608 -2.1725 -3.2462  -0.52
119 F 3.9599 -1.6377 -2.9569  0.15
120 F 6.0395 -1.6798 -2.3541  0.16
121 F 5.0756 -3.4920 -3.0438  0.15
122 H 3.7573 -0.0440 -6.9828  0.08
123 H 5.0039 -0.0022 -8.2440  0.05
124 H 4.6337 -1.5096 -7.3963  0.10
125 H 5.8754 0.9925 -6.1520  0.12
126 H 6.7567 -0.4848 -6.5024  0.13

As for the HOMO-LUMO gap: 9.85 eV. The SMILES is CCN[C@]1(COC(F)(F)F)C(=O)N[C@@](O)(CCCCOC)[C@]1(CCCCN)CCCCCCCOC.CCOC(=O)C(F)(F)F.CCOC(=O)C(F)(F)F.CCOC(=O)C(F)(F)F. Its net charge is 0. As for the spin multiplicity: 1. The calculated total energy comes out at -3637.84910 a.u.

***

4.
The following is a quantum chemistry calculation of a cluster of 3 separate species, BrClFHN3O in total, from OMol25.

Last column: Löwdin charge in e.
Geometry (Å):
1 N -1.1453 1.6814 -0.2839  -0.11
2 N -0.0522 1.0854 -0.2957  -0.28
3 N 0.4116 0.0334 0.0533  -0.33
4 O -1.4264 2.8046 -0.6753  -0.06
5 F 1.3182 2.2885 -0.4942  -0.44
6 Cl 0.7325 -3.7096 1.5991  0.23
7 Br 0.2304 -1.4408 -1.3000  0.28
8 H -0.0689 -2.7429 1.3967  -0.29

As for the HOMO-LUMO gap (alpha / beta): 8.05 / 8.05 eV. The value obtained for the energy above the lowest of the compared OMol25 structures with the same formula, charge and spin is 109.0 kcal per mole. Its net charge is -1. As for the spin multiplicity: 1. The calculated total energy comes out at -3374.04604 a.u.

***

The lowest calculated total energy belongs to which entry?
C37H63F12N3O11